240
Properties=species:S:1:pos:R:3:forces:R:3 method="wB97M-V/def2-TZVPD" homo_lumo_gap_ha="0.2892 / 0.1262" multiplicity=2 s_squared=0.7550 e_above_lowest_ev=0.000 homo_energy_ev="-9.69 / -9.69" total_charge=+1 e_lumo_ev="-1.819 / -6.254"
C 6.688202 -1.625757 5.596521 -0.46 -1.49 0.13
C 5.755762 -2.403247 4.610301 -0.90 0.91 0.52
C 4.288032 -2.367577 5.155871 -0.14 -0.61 -0.87
C 3.221152 -2.523397 4.047291 0.74 -0.41 0.61
C 3.461722 -1.541457 2.896091 -1.21 -0.60 1.54
C 4.808792 -1.665517 2.268261 0.72 -1.91 -1.83
N 5.812702 -1.604987 3.367351 -1.29 0.70 -0.36
O 7.118192 -1.588347 2.874791 0.18 -0.03 -0.19
C 4.893222 -3.033667 1.385431 0.33 0.21 0.75
C 4.987212 -0.491607 1.273251 0.70 0.03 0.74
C 6.160382 -3.890937 4.455281 0.60 -0.06 -0.10
H 6.456042 -0.560797 5.603431 0.25 -0.13 -0.30
H 7.727682 -1.877967 5.386851 0.06 0.56 -0.15
H 6.517582 -2.010007 6.602181 -0.15 -0.04 0.16
H 4.201862 -3.253637 5.784821 -0.05 0.21 0.43
H 4.012662 -1.486167 5.734981 0.56 0.18 0.07
H 2.235912 -2.418537 4.501621 -0.09 0.51 -0.08
H 3.192622 -3.572017 3.751201 0.30 -0.04 -0.55
H 3.411762 -0.559057 3.365671 -0.20 0.39 -0.18
H 2.606812 -1.690747 2.236591 0.37 0.37 -0.57
H 4.711512 -3.929107 1.979791 0.18 0.14 0.36
H 4.222122 -3.214667 0.545811 -0.52 0.98 0.00
H 5.872162 -3.151407 0.920761 0.27 0.19 0.29
H 5.921482 -0.506107 0.711971 -0.07 -0.60 -0.19
H 4.130062 -0.453677 0.600971 0.03 0.01 -0.04
H 5.096772 0.444433 1.820901 -0.48 0.16 0.27
H 5.474242 -4.487777 3.854371 -0.08 0.24 0.00
H 6.311362 -4.438377 5.385671 -0.43 0.41 0.42
H 7.155932 -4.016087 4.029451 0.14 0.15 -0.45
H 7.379412 -2.505237 2.987391 0.63 -0.34 -0.46
C 0.194652 -0.991517 0.921071 -1.44 0.07 -0.87
C -0.148138 -0.310707 -0.435489 0.53 0.88 -0.23
C 1.168102 0.153953 -1.082229 0.71 0.49 -0.79
C 1.069802 0.545533 -2.579459 -0.93 -0.05 1.92
C 0.591192 -0.658827 -3.345609 -0.25 1.01 -0.13
C -0.777068 -1.241127 -2.794559 0.42 0.17 -0.79
N -0.763388 -1.336787 -1.303659 2.65 1.06 -0.76
O -1.919598 -1.842867 -0.785449 -1.60 0.31 0.34
C -1.963008 -0.333357 -3.321279 0.10 -1.12 0.90
C -0.831948 -2.699347 -3.289589 -0.11 0.03 0.13
C -1.003798 1.017623 -0.238649 -0.37 -1.30 -0.14
H -0.771588 -1.319447 1.304421 -0.02 0.03 0.50
H 0.634732 -0.314457 1.653191 0.25 -0.11 -0.26
H 0.739482 -1.922467 0.764221 0.46 0.26 -0.10
H 1.560892 1.001693 -0.520859 -0.18 0.21 0.23
H 1.972412 -0.578437 -1.012979 -0.16 -0.56 0.13
H 1.997832 0.985023 -2.945099 0.09 -0.20 -0.08
H 0.292912 1.302943 -2.683749 0.12 0.43 0.02
H 1.448582 -1.322917 -3.454959 -0.44 -0.72 0.22
H 0.433562 -0.191637 -4.317709 -0.46 -0.85 -0.49
H -2.821758 -0.575067 -2.695009 -0.04 0.31 0.39
H -1.709708 0.722483 -3.225699 -0.15 -0.01 -0.16
H -2.374658 -0.569927 -4.302449 0.73 0.02 -0.33
H 0.012202 -3.220837 -2.838399 -0.02 -0.06 0.09
H -1.738108 -3.223627 -2.986129 -0.06 0.17 0.01
H -0.718148 -2.811737 -4.367789 -0.12 0.35 -0.11
H -0.485658 1.794223 0.323971 0.23 -0.13 -0.04
H -1.946118 0.828273 0.275431 -0.01 -0.15 0.22
H -1.316428 1.411353 -1.205769 0.29 0.15 0.00
H -1.665258 -2.667727 -0.365309 -0.07 -0.78 -0.04
C -4.548678 -5.741977 3.060461 1.37 -0.01 0.66
C -3.465528 -5.331517 4.108481 0.93 -0.87 0.57
C -3.100798 -6.642567 4.916811 -0.50 0.71 0.49
C -1.794778 -6.587957 5.692821 -0.55 -0.50 -0.43
C -0.701848 -6.311937 4.713481 1.93 1.63 0.19
C -0.793998 -4.927927 3.966401 0.39 -0.85 2.13
N -2.180298 -4.865717 3.434791 -0.28 -0.41 -1.27
O -2.408628 -3.687777 2.636671 0.18 -1.11 0.49
C -0.485378 -3.762547 4.999661 -1.07 -0.09 -0.94
C 0.357232 -4.885017 2.926751 -1.18 0.49 -0.66
C -4.035848 -4.327597 5.119801 1.02 -0.06 -0.26
H -5.382238 -6.226287 3.569091 0.00 0.10 0.14
H -4.027338 -6.509577 2.488541 -0.39 0.13 -0.63
H -4.932158 -4.912657 2.466091 0.23 -0.06 -0.09
H -3.883708 -6.715087 5.671721 -0.39 -0.44 -0.26
H -3.090488 -7.536387 4.293051 -0.17 0.11 -0.21
H -1.588218 -7.525357 6.209271 -0.19 -0.38 -0.27
H -1.868368 -5.916627 6.548391 0.24 0.64 -0.33
H -0.433938 -7.094077 4.003131 -0.88 -0.29 -0.15
H 0.225342 -6.242227 5.282291 0.34 0.16 0.12
H -1.114788 -3.826487 5.887271 0.03 -0.06 0.00
H 0.546292 -3.595057 5.309051 0.07 -0.54 -0.19
H -0.789048 -2.871617 4.449991 0.03 0.41 0.23
H 1.351562 -4.775327 3.359621 -0.24 -0.28 0.44
H 0.350502 -5.731687 2.240301 -0.08 -0.10 0.10
H 0.227982 -3.996387 2.308901 -0.03 0.11 -0.16
H -4.176758 -3.367457 4.623441 -0.40 0.09 0.26
H -3.288498 -4.201017 5.903091 -0.02 0.26 0.12
H -4.920238 -4.728387 5.615111 -0.23 0.23 -0.34
H -2.448508 -2.989067 3.293791 -0.18 1.02 0.04
C -0.730228 7.171433 1.383991 -0.98 -0.76 0.06
C 0.678012 6.584253 1.364221 0.89 1.11 0.41
C 1.581002 7.273513 2.406571 -0.95 -1.29 1.62
C 1.268542 6.811253 3.855181 0.71 0.00 -0.56
C 1.471352 5.296403 3.998031 -0.89 1.22 0.28
C 0.550332 4.464673 3.010011 2.45 -0.10 1.66
N 0.624502 5.107273 1.674441 -0.97 -0.89 -1.02
O 0.229522 4.261363 0.586681 1.88 2.13 2.31
C 1.226942 3.059113 2.999321 -0.20 0.00 -1.92
C -0.896118 4.380143 3.491601 -0.47 0.18 0.28
C 1.374882 6.744633 0.043051 0.34 -0.87 -1.07
H -0.732928 8.259583 1.320451 0.39 -0.09 -0.08
H -1.277968 6.893533 2.284471 0.17 0.13 0.19
H -1.342418 6.775113 0.573901 0.14 0.04 -0.22
H 2.595822 6.936313 2.195541 0.21 0.39 0.03
H 1.504732 8.360183 2.444251 -0.03 -0.09 -0.86
H 0.297712 7.079593 4.271811 -0.19 0.27 -0.49
H 1.997332 7.393803 4.418741 0.01 -0.42 0.57
H 1.180112 5.066063 5.022831 -0.18 -0.48 -0.07
H 2.539832 5.083133 3.966951 -0.09 -0.41 -0.63
H 2.225292 3.122383 2.566431 0.36 0.36 0.52
H 1.263062 2.565713 3.970581 -0.16 0.41 -0.05
H 0.783702 2.402723 2.250461 -0.66 -0.21 0.36
H -1.528388 4.025723 2.677521 -0.27 -0.10 0.23
H -0.978468 3.725293 4.359061 0.37 -0.64 -0.38
H -1.304438 5.283043 3.945641 0.17 0.52 -0.67
H 0.807392 6.288923 -0.768359 0.00 0.28 -0.13
H 2.325702 6.212833 0.078071 0.10 -0.22 0.00
H 1.693462 7.756323 -0.208149 -0.62 0.21 0.30
H -0.720858 4.294203 0.718271 -2.17 -0.64 -0.51
C -4.793208 -6.068207 -7.215429 -0.08 0.75 0.24
C -4.223478 -5.234697 -6.002179 0.47 0.00 -2.14
C -2.736088 -4.825727 -6.173849 -0.55 -0.74 -0.14
O -4.952868 -4.014967 -5.903069 -0.68 -0.29 0.85
H -4.350358 -7.040637 -7.430719 0.36 0.10 0.33
H -4.738328 -5.470187 -8.125079 0.38 0.12 -0.12
H -5.865928 -6.234487 -7.116789 -0.03 -0.01 0.48
H -4.387218 -5.835517 -5.107579 0.04 0.44 0.24
H -2.571408 -4.213227 -7.060309 -0.45 0.23 -0.14
H -2.103938 -5.691427 -6.371439 0.16 -0.11 0.54
H -2.433678 -4.230087 -5.312529 0.21 -0.30 0.05
H -4.744118 -3.435897 -6.639759 0.19 -0.18 -0.18
C 6.021462 -0.593357 -3.642309 -0.04 1.32 -0.17
C 5.730692 0.753143 -4.406769 1.07 -1.82 0.33
C 6.720582 1.858103 -4.020309 -0.52 -0.74 0.10
O 5.979572 0.414913 -5.791599 -0.59 0.98 0.43
H 5.721142 -0.534037 -2.596179 0.18 0.01 0.14
H 7.092932 -0.765087 -3.745039 -0.02 -0.24 0.22
H 5.482872 -1.429337 -4.088609 -0.06 0.07 -0.11
H 4.705502 1.035293 -4.167019 -0.30 0.24 -0.52
H 7.672912 1.570013 -4.465489 0.07 0.36 0.00
H 6.831422 1.875873 -2.936109 0.07 -0.03 0.05
H 6.389532 2.851093 -4.324389 0.14 -0.09 -0.30
H 5.383052 -0.304757 -6.010319 -0.03 -0.08 -0.15
C -4.408998 3.456003 1.264551 -0.59 -0.26 0.71
C -3.789568 4.186353 0.119911 -1.34 2.03 -0.88
C -4.026768 5.754013 0.093021 -1.45 -1.09 0.61
O -2.443518 3.975643 0.113871 3.24 -0.74 0.79
H -4.172508 2.394823 1.342551 0.58 -0.03 -0.46
H -5.496808 3.427083 1.201821 -0.07 0.56 0.12
H -4.076938 3.907933 2.199211 -0.26 0.10 0.19
H -4.158588 3.805713 -0.832469 -0.41 -0.09 0.02
H -3.983438 6.241743 1.066851 0.50 -0.28 0.32
H -5.082108 5.874243 -0.151709 -0.08 0.29 -0.43
H -3.414688 6.325403 -0.604809 0.05 -0.44 -0.15
H -2.125828 4.127823 -0.779169 0.25 0.07 -0.90
C 3.000142 5.972213 -2.970349 0.22 0.66 -1.82
C 1.993122 5.043733 -3.671179 1.53 -0.30 1.44
C 2.656142 3.960033 -4.496709 -0.09 -0.01 -0.11
O 1.267492 4.509853 -2.578309 -2.55 -0.13 -0.52
H 3.788102 5.446873 -2.430689 -0.43 -0.22 0.40
H 2.438662 6.703993 -2.389549 0.28 -0.19 0.24
H 3.550302 6.534603 -3.724769 0.07 0.24 -0.13
H 1.326962 5.608963 -4.322969 -0.30 0.09 0.33
H 3.180312 4.443273 -5.321219 0.27 -0.22 -0.01
H 1.949312 3.247373 -4.921689 -0.28 0.17 -0.01
H 3.327132 3.358113 -3.883889 0.30 0.17 0.01
H 1.773832 4.047263 -1.906559 0.88 -0.26 -0.17
C -2.574988 -5.830127 -1.820109 -0.39 -0.40 -0.04
C -2.378278 -5.844977 -0.316289 1.13 -1.17 -0.84
C -1.724278 -7.200427 0.154151 -0.54 0.51 0.98
O -1.558758 -4.755337 -0.002199 0.89 0.97 0.42
H -2.996578 -4.872847 -2.126679 -0.61 -0.25 -0.03
H -3.170808 -6.717937 -2.031999 -0.57 0.34 -0.45
H -1.703378 -5.941077 -2.465139 0.59 -0.08 0.63
H -3.307458 -5.599277 0.197881 -0.46 -0.90 -0.13
H -2.425288 -8.030417 0.242401 -0.28 0.03 -0.54
H -1.381898 -7.114347 1.185391 0.00 0.45 0.22
H -0.836458 -7.548147 -0.374039 -0.20 0.38 -0.58
H -1.855678 -4.496467 0.873261 0.38 0.39 0.62
C -1.777028 4.226533 -5.043239 0.11 -0.12 1.06
C -2.250988 4.998063 -3.767479 -0.25 -1.12 -1.46
C -3.766618 4.821743 -3.432289 0.70 1.67 0.03
O -1.581028 4.478893 -2.653069 -0.40 -0.72 1.69
H -2.326418 4.483363 -5.948949 0.07 -0.06 0.09
H -1.795608 3.158493 -4.826339 -0.84 -0.22 -0.08
H -0.700208 4.311793 -5.189179 0.12 0.80 -0.20
H -1.919058 6.033733 -3.840339 -0.66 0.37 -0.33
H -4.501398 5.100063 -4.187759 0.42 -0.55 -0.65
H -3.961258 5.638163 -2.736809 -0.09 -0.31 0.67
H -3.998688 3.862473 -2.969639 0.19 0.02 -0.27
H -0.623058 4.503233 -2.710629 0.78 0.07 -0.33
C -5.111158 -2.450047 0.047091 -0.04 0.09 0.71
C -5.048668 -1.139717 0.847601 0.09 -1.37 0.87
C -5.834798 -1.251947 2.159821 -1.60 0.57 -1.38
O -3.731428 -0.900437 1.352321 0.16 0.55 -0.96
H -6.166478 -2.704787 -0.050429 0.02 -0.23 -0.13
H -4.600448 -3.193477 0.659131 -0.09 -0.30 -0.04
H -4.651188 -2.457427 -0.941069 0.07 0.38 0.05
H -5.362628 -0.350487 0.164481 -0.19 0.51 0.42
H -5.870978 -0.267667 2.626701 0.48 -0.22 0.53
H -5.546598 -2.088647 2.796201 0.51 0.34 0.00
H -6.883868 -1.425807 1.920401 -0.21 -0.18 -0.10
H -3.178378 -0.890337 0.567701 0.88 -0.19 -0.20
C -0.664418 0.067963 -6.974669 -0.10 0.99 -0.74
C -1.606888 1.060223 -7.827379 0.28 -2.43 3.88
C -0.895278 1.898103 -8.798099 0.08 0.08 -1.40
O -2.587878 0.155623 -8.302089 -0.15 -0.21 -1.05
H 0.065752 0.617863 -6.380899 0.06 0.24 -0.06
H -0.098168 -0.608567 -7.614809 -0.04 0.12 -0.33
H -1.202858 -0.578757 -6.281889 -0.42 0.30 -0.16
H -2.110248 1.655003 -7.065179 0.08 0.51 0.09
H -0.369088 1.237373 -9.487059 0.11 0.16 -0.22
H -0.181738 2.605633 -8.375779 -0.09 -0.16 0.28
H -1.641868 2.461593 -9.357739 0.12 0.17 -0.23
H -3.435098 0.583993 -8.444629 0.06 0.24 -0.10
C 4.640662 2.331323 -1.064519 0.03 -0.74 0.40
C 3.796332 2.864363 0.082881 1.02 0.70 1.14
C 4.560372 3.915933 0.933351 -0.47 0.23 -0.91
O 2.688532 3.495563 -0.468459 -1.38 0.57 -1.22
H 4.922332 3.049623 -1.834469 0.06 0.49 0.46
H 4.161892 1.533753 -1.632649 -0.36 -0.15 0.26
H 5.524222 1.888873 -0.604469 0.23 0.04 -0.27
H 3.444522 2.106643 0.783031 0.19 -0.68 -0.30
H 4.000852 4.265033 1.801201 -0.11 -0.54 0.42
H 4.523382 4.809703 0.310531 0.79 0.15 -0.24
H 5.573612 3.627783 1.213371 -0.12 0.09 -0.03
H 2.119522 3.972343 0.140241 0.33 -0.37 0.29
C -0.912658 0.233893 3.733891 -0.34 0.08 0.61
C -2.192498 -0.114867 4.554841 0.09 1.47 -2.30
C -3.225348 1.058983 4.689911 0.43 -0.49 0.93
O -2.869968 -1.161627 3.862651 0.59 -0.97 1.98
H -1.075288 0.613553 2.725171 -0.33 -0.05 0.04
H -0.322678 -0.681187 3.682381 -0.02 -0.04 -0.20
H -0.286138 0.951673 4.263391 -0.09 0.19 0.17
H -1.719808 -0.442747 5.480671 -1.03 -0.40 0.36
H -2.806458 2.025273 4.970821 0.40 0.06 -0.26
H -3.924338 0.864313 5.503301 -0.05 -0.36 0.04
H -3.853378 1.169173 3.805861 0.38 -0.06 -0.26
H -3.142478 -0.919807 2.974471 -0.14 0.50 -0.69